Here is a structure of composition C14H13AsO3S5Ti from the Open Molecules 2025 dataset. Energies are from the ωB97M-V functional and the def2-TZVPD basis.

For the gap between HOMO and LUMO, the calculation gives 7.38 eV. The energy above the lowest of the compared OMol25 structures with the same formula, charge and spin comes out at 0.0 kJ/mol.

The geometry in ORCA input format:
```
! wB97M-V def2-TZVPD RIJCOSX def2/J DEFGRID3
* xyz 0 1
Ti 0.414 -0.151 -0.255
S -0.022 -3.595 2.661
As -0.690 -1.843 1.858
S 1.111 -0.302 1.795
S -0.702 -2.003 -0.481
S -2.345 -0.684 2.311
C 3.707 1.341 -1.933
O 2.446 0.914 -1.389
C 2.249 -0.460 -1.292
O 3.044 -1.250 -1.692
H 3.694 2.427 -1.931
H 3.822 0.961 -2.947
H 4.522 0.965 -1.317
O -0.666 1.407 -0.936
S -1.839 2.074 -0.187
C -2.230 3.427 -1.275
C -3.450 4.055 -1.083
C -3.787 5.126 -1.896
C -2.913 5.541 -2.891
C -1.702 4.888 -3.082
C -1.350 3.821 -2.271
C -1.066 2.897 1.182
C 0.168 3.515 1.028
C 0.773 4.068 2.141
C 0.140 4.007 3.379
C -1.094 3.391 3.515
C -1.705 2.818 2.408
H -4.131 3.711 -0.313
H -4.736 5.627 -1.760
H -3.182 6.371 -3.531
H -1.033 5.206 -3.870
H -0.423 3.283 -2.420
H 0.655 3.535 0.062
H 1.741 4.541 2.049
H 0.623 4.435 4.247
H -1.571 3.328 4.483
H -2.640 2.283 2.504
*
```

natural (NBO) atomic charge list, values in e, 2 entries: Ti 0.942; S -0.503